[1]
Here is a molecular structure, C44H58N3O2S2Ti from the Open Molecules 2025 dataset. Energies are from wB97M-V/def2-TZVPD.

```
110
Properties=species:S:1:pos:R:3:mulliken_charge:R:1
Ti 1.318 -0.804 0.678 -0.25
C 3.012 -2.384 3.285 -1.10
N 1.729 -2.303 2.536 1.34
C 0.630 -2.214 3.506 -0.97
C 0.835 -1.053 4.498 -1.86
N 1.244 0.194 3.884 1.63
C 0.278 1.276 3.906 -1.02
C 2.567 0.660 4.122 -1.87
C 3.110 0.698 5.400 0.12
C 4.415 1.123 5.610 -0.95
C 5.176 1.534 4.526 -0.57
C 4.631 1.527 3.250 -0.83
C 3.325 1.093 3.017 1.33
S 2.647 1.183 1.396 -0.40
C 1.707 -3.496 1.696 0.70
C 0.891 -4.589 1.962 -0.54
C 0.997 -5.743 1.199 -1.08
C 1.944 -5.811 0.188 -0.78
C 2.737 -4.711 -0.097 -0.82
C 2.610 -3.521 0.620 0.37
S 3.498 -2.054 0.168 -0.49
H 2.941 -3.204 4.010 0.37
H 3.230 -1.455 3.798 0.04
H 3.822 -2.572 2.589 0.44
H 0.577 -3.134 4.106 0.61
H -0.305 -2.102 2.961 0.50
H 1.569 -1.367 5.246 0.53
H -0.110 -0.919 5.035 0.48
H 0.178 1.724 4.909 0.40
H -0.688 0.906 3.583 -0.14
H 0.587 2.047 3.198 0.36
H 2.504 0.383 6.243 0.39
H 4.829 1.136 6.611 0.37
H 6.199 1.859 4.671 0.36
H 5.224 1.838 2.400 0.46
H 0.162 -4.552 2.759 0.32
H 0.346 -6.583 1.405 0.38
H 2.050 -6.717 -0.397 0.39
H 3.454 -4.744 -0.905 0.51
C -0.627 0.395 -6.694 -2.37
C -0.306 1.208 -5.440 2.39
C -1.511 2.110 -5.133 -1.32
C 0.914 2.088 -5.744 -1.67
C -0.013 0.325 -4.226 -0.78
C 0.325 0.930 -3.015 -0.41
C 0.570 0.153 -1.900 -0.82
N 0.827 0.615 -0.593 0.51
C -0.178 1.433 -0.032 0.08
C -0.488 2.714 -0.424 -0.93
C -1.631 3.346 0.079 -0.79
C -2.437 2.625 0.943 -0.43
C -2.141 1.327 1.398 0.26
C -0.944 0.766 0.958 0.79
O -0.423 -0.408 1.377 -0.59
C -3.222 0.620 2.231 1.93
C -3.584 1.450 3.473 -1.65
C -2.863 -0.794 2.699 -1.79
C -4.477 0.488 1.351 -1.80
C -1.944 4.775 -0.361 2.33
C -3.254 5.297 0.230 -2.23
C -2.057 4.831 -1.891 -1.64
C -0.810 5.704 0.093 -1.77
C 0.503 -1.246 -1.968 0.80
O 0.732 -1.853 -0.793 0.32
C 0.181 -1.883 -3.167 -0.89
C -0.076 -1.063 -4.273 0.25
C 0.175 -3.407 -3.282 2.82
C -0.672 -4.042 -2.169 -1.36
C -0.387 -3.890 -4.621 -2.53
C 1.629 -3.882 -3.172 -1.18
H -0.829 1.073 -7.526 0.44
H -1.510 -0.231 -6.551 0.39
H 0.207 -0.248 -6.979 0.43
H -1.724 2.769 -5.979 0.46
H -1.329 2.730 -4.255 0.06
H -2.398 1.506 -4.932 0.33
H 0.713 2.734 -6.604 0.46
H 1.785 1.471 -5.970 0.36
H 1.169 2.724 -4.896 0.29
H 0.391 2.005 -2.931 0.34
H 0.172 3.217 -1.118 0.97
H -3.356 3.076 1.292 0.41
H -2.721 1.581 4.127 0.22
H -4.367 0.940 4.041 0.50
H -3.956 2.440 3.208 0.29
H -2.029 -0.796 3.398 0.10
H -2.598 -1.440 1.865 0.18
H -3.733 -1.218 3.210 0.66
H -4.839 1.461 1.016 0.29
H -5.279 -0.001 1.911 0.47
H -4.258 -0.111 0.465 0.38
H -4.106 4.691 -0.083 0.38
H -3.427 6.320 -0.111 0.43
H -3.223 5.308 1.321 0.40
H -2.847 4.165 -2.244 0.35
H -1.126 4.524 -2.369 0.33
H -2.286 5.848 -2.222 0.47
H -0.720 5.695 1.181 0.37
H -1.003 6.731 -0.232 0.44
H 0.149 5.391 -0.320 0.33
H -0.331 -1.538 -5.208 0.51
H -1.701 -3.676 -2.218 0.33
H -0.274 -3.814 -1.184 -0.09
H -0.689 -5.129 -2.294 0.43
H -1.418 -3.561 -4.769 0.44
H -0.376 -4.982 -4.634 0.47
H 0.211 -3.544 -5.465 0.40
H 2.096 -3.477 -2.276 -0.05
H 2.203 -3.538 -4.036 0.39
H 1.678 -4.975 -3.134 0.39
```

The calculation puts the HOMO energy at -4.5 eV. The value obtained for the lowest unoccupied orbital energy is 2.495 eV. The largest force on an atom comes out at 0.8 eV/A. As for the total charge: -1. For the total energy, the calculation gives -99927.378 eV. Its frontier orbital gap is 7.030 eV. The energy above the lowest of the compared OMol25 structures with the same formula, charge and spin is 109.84 kJ/mol.

[2]
Here is 10 unconnected molecules or ions with the total composition C44H58N9O4 from the Open Molecules 2025 dataset. Energies are from wB97M-V/def2-TZVPD.

```
115
Properties=species:S:1:pos:R:3:mulliken_charge:R:1
C -0.262 -7.077 3.951 -0.99
C -1.416 -6.117 3.697 0.78
O -1.859 -5.393 4.531 -0.53
O -1.948 -6.168 2.444 -0.37
C -2.009 -4.866 1.785 -0.49
C -0.758 -4.672 0.929 0.14
C -0.760 -3.373 0.085 -0.90
C 0.157 -2.255 0.642 -0.31
C 0.106 -2.029 2.172 0.19
C 0.360 -0.555 2.630 0.08
O 0.613 -0.430 3.840 -0.65
O 0.294 0.347 1.771 -0.63
H 0.186 -7.394 3.002 0.23
H -0.659 -7.949 4.493 0.32
H 0.479 -6.563 4.580 0.32
H -2.903 -4.865 1.143 0.32
H -2.155 -4.100 2.558 0.17
H -0.717 -5.543 0.246 0.10
H 0.161 -4.712 1.544 0.14
H -0.397 -3.621 -0.927 0.29
H -1.792 -2.985 -0.005 0.36
H 1.191 -2.532 0.363 0.25
H -0.080 -1.299 0.145 0.15
H -0.899 -2.278 2.552 -0.28
H 0.852 -2.666 2.679 0.27
N 2.029 0.495 7.667 0.01
C 1.441 -0.021 8.794 -0.41
C 0.133 -0.290 8.488 -0.67
C -0.066 0.074 7.126 -0.07
C 1.119 0.556 6.646 -0.83
H 2.988 0.782 7.595 0.18
H 2.001 -0.155 9.704 0.38
H -0.597 -0.710 9.160 0.38
H -0.968 -0.014 6.548 0.55
H 1.383 0.904 5.662 0.47
N 0.778 4.211 0.137 0.19
C 0.191 4.642 -1.030 -0.69
C -0.714 3.688 -1.410 -0.83
C -0.667 2.643 -0.441 -0.24
C 0.257 2.994 0.504 -1.07
H 1.485 4.709 0.647 0.21
H 0.468 5.579 -1.483 0.68
H -1.339 3.733 -2.288 0.50
H -1.242 1.733 -0.430 0.53
H 0.585 2.471 1.390 0.71
N -3.357 -2.155 5.240 0.12
C -4.167 -3.228 5.000 -0.32
C -5.463 -2.829 5.214 -0.59
C -5.428 -1.462 5.602 -0.54
C -4.114 -1.076 5.605 -0.43
H -2.354 -2.157 5.154 0.23
H -3.755 -4.173 4.695 0.36
H -6.337 -3.449 5.103 0.41
H -6.270 -0.833 5.844 0.38
H -3.659 -0.128 5.831 0.43
N -1.667 9.623 -0.113 -0.05
C -0.788 8.608 -0.402 -1.03
C -0.822 7.719 0.636 0.50
C -1.745 8.217 1.596 -0.88
C -2.249 9.393 1.109 -0.45
H -1.842 10.420 -0.697 0.18
H -0.231 8.599 -1.324 0.50
H -0.257 6.805 0.695 0.40
H -2.013 7.756 2.532 0.41
H -2.971 10.079 1.519 0.39
N 0.591 -7.889 -1.092 0.04
C 0.654 -8.303 -2.395 -0.89
C 1.679 -7.626 -3.000 0.03
C 2.257 -6.769 -2.023 -0.86
C 1.564 -6.957 -0.857 -0.25
H -0.074 -8.210 -0.413 0.21
H -0.035 -9.036 -2.779 0.38
H 1.977 -7.729 -4.031 0.49
H 3.081 -6.089 -2.161 0.40
H 1.674 -6.504 0.113 0.45
N 3.365 2.439 -1.152 0.17
C 3.693 1.174 -1.538 -0.45
C 5.027 1.162 -1.858 -0.60
C 5.522 2.477 -1.649 -0.71
C 4.470 3.239 -1.210 -0.40
H 2.445 2.735 -0.866 0.30
H 2.952 0.392 -1.547 0.42
H 5.585 0.305 -2.197 0.39
H 6.532 2.823 -1.799 0.40
H 4.417 4.279 -0.932 0.46
N 3.193 -8.069 -6.899 0.01
C 2.590 -7.610 -8.037 -0.49
C 1.821 -8.625 -8.542 -0.41
C 1.966 -9.739 -7.671 -0.36
C 2.819 -9.365 -6.668 -0.51
H 3.815 -7.536 -6.319 0.21
H 2.754 -6.605 -8.387 0.38
H 1.217 -8.573 -9.433 0.38
H 1.494 -10.703 -7.769 0.41
H 3.186 -9.903 -5.811 0.40
N 3.313 7.143 -4.141 0.01
C 2.717 7.574 -5.295 -0.52
C 1.798 6.629 -5.668 -0.54
C 1.845 5.586 -4.702 -0.39
C 2.789 5.933 -3.774 -0.48
H 4.029 7.636 -3.641 0.19
H 2.994 8.511 -5.749 0.40
H 1.163 6.677 -6.537 0.38
H 1.253 4.686 -4.687 0.45
H 3.130 5.423 -2.889 0.51
N -3.679 7.797 -2.024 0.12
C -3.325 7.372 -3.274 -0.41
C -4.295 6.510 -3.717 -0.56
C -5.271 6.411 -2.689 -0.54
C -4.860 7.216 -1.659 -0.37
H -3.146 8.435 -1.459 0.26
H -2.413 7.708 -3.739 0.41
H -4.298 5.999 -4.665 0.39
H -6.164 5.808 -2.699 0.40
H -5.301 7.415 -0.697 0.37
```

The calculation puts the HOMO energy at -5.0 eV. The value obtained for the lowest unoccupied orbital energy is 1.920 eV. The largest force on an atom comes out at 0.9 eV/A. As for the total charge: -1. For the total energy, the calculation gives -68169.668 eV. Its frontier orbital gap is 6.877 eV.